(1)
Entry from the OMol25 dataset: a structure of composition C54H42IrN6O2S3 (ωB97M-V/def2-TZVPD).

CARTESIAN COORDINATES (ANGSTROEM)
1 Ir 0.941 -0.671 0.529
2 O 1.285 -4.419 -0.917
3 C 1.056 -3.385 -0.331
4 O 1.377 -2.195 -0.722
5 C 0.345 -3.419 1.004
6 C -0.070 -4.658 1.517
7 C -0.723 -4.690 2.710
8 C -0.970 -3.479 3.393
9 C -1.665 -3.445 4.625
10 C -1.912 -2.261 5.254
11 C -1.462 -1.056 4.673
12 C -0.779 -1.055 3.491
13 C -0.517 -2.269 2.821
14 N 0.150 -2.265 1.618
15 H 0.147 -5.536 0.925
16 H -1.062 -5.622 3.143
17 H -2.002 -4.382 5.052
18 H -2.449 -2.241 6.193
19 H -1.666 -0.116 5.173
20 H -0.413 -0.140 3.049
21 N 0.821 0.989 1.750
22 S 0.995 2.321 2.260
23 N 1.689 3.563 1.413
24 S 2.073 3.586 -0.081
25 N 3.301 2.799 -0.609
26 S 3.208 1.169 -0.824
27 N 1.923 0.491 -0.824
28 C 4.406 0.595 0.367
29 C 4.347 -0.762 0.661
30 C 5.230 -1.285 1.593
31 C 6.162 -0.459 2.205
32 C 6.222 0.891 1.886
33 C 5.342 1.429 0.959
34 C 4.026 1.008 -2.391
35 C 5.002 1.901 -2.815
36 C 5.613 1.678 -4.038
37 C 5.250 0.578 -4.809
38 C 4.277 -0.305 -4.365
39 C 3.653 -0.096 -3.143
40 C 0.658 3.332 -1.128
41 C 0.822 2.856 -2.422
42 C -0.299 2.695 -3.219
43 C -1.559 3.007 -2.723
44 C -1.704 3.504 -1.436
45 C -0.590 3.680 -0.630
46 C 2.558 5.261 -0.363
47 C 2.579 6.164 0.685
48 C 2.971 7.470 0.421
49 C 3.321 7.845 -0.866
50 C 3.290 6.921 -1.905
51 C 2.909 5.615 -1.659
52 C -0.533 3.104 2.769
53 C -1.694 2.369 2.603
54 C -2.909 2.942 2.960
55 C -2.942 4.227 3.479
56 C -1.765 4.951 3.647
57 C -0.550 4.391 3.291
58 C 1.992 2.419 3.734
59 C 1.392 2.121 4.948
60 C 2.184 2.017 6.082
61 C 3.557 2.197 5.988
62 C 4.146 2.486 4.764
63 C 3.363 2.600 3.626
64 H 3.636 -1.406 0.151
65 H 5.196 -2.340 1.830
66 H 6.851 -0.871 2.930
67 H 6.958 1.528 2.359
68 H 5.375 2.480 0.703
69 H 5.270 2.754 -2.206
70 H 6.373 2.361 -4.392
71 H 5.734 0.410 -5.762
72 H 4.001 -1.160 -4.966
73 H 2.886 -0.767 -2.771
74 H 1.800 2.594 -2.802
75 H -0.188 2.313 -4.225
76 H -2.431 2.867 -3.347
77 H -2.684 3.758 -1.055
78 H -0.694 4.078 0.368
79 H 2.302 5.848 1.680
80 H 3.000 8.192 1.226
81 H 3.621 8.865 -1.065
82 H 3.564 7.219 -2.908
83 H 2.890 4.884 -2.457
84 H -1.639 1.375 2.179
85 H -3.826 2.382 2.831
86 H -3.889 4.672 3.757
87 H -1.798 5.952 4.057
88 H 0.373 4.943 3.419
89 H 0.321 1.975 5.012
90 H 1.728 1.793 7.036
91 H 4.172 2.113 6.875
92 H 5.216 2.626 4.696
93 H 3.808 2.830 2.667
94 C -1.000 -0.365 -0.035
95 C -1.352 -1.231 -1.194
96 C -0.884 -0.911 -2.468
97 C -1.156 -1.726 -3.548
98 C -1.906 -2.888 -3.366
99 C -2.382 -3.219 -2.102
100 C -2.103 -2.391 -1.027
101 C -2.188 -3.740 -4.489
102 N -2.412 -4.420 -5.387
103 H -1.669 -0.546 0.811
104 H -1.051 0.694 -0.310
105 H -0.274 -0.023 -2.596
106 H -0.786 -1.480 -4.534
107 H -2.963 -4.122 -1.968
108 H -2.476 -2.650 -0.041

Computed properties:
2S+1: 1
Lowest unoccupied orbital energy (eV): -2.5298
Highest occupied orbital energy (eV): -10.12
Total charge: +1
F_max (eV Å⁻¹): 0.41



(2)
Entry from the OMol25 dataset: a structure of composition C54H45BeF6GeN4PS3 at a distorted geometry (ωB97M-V/def2-TZVPD).

CARTESIAN COORDINATES (ANGSTROEM)
1 Be -1.459 1.776 -0.195
2 N -1.962 0.332 -0.518
3 S -2.109 -1.006 -1.111
4 N -0.981 -1.304 -2.296
5 S 0.517 -1.421 -1.910
6 N 1.089 -0.563 -0.722
7 S 1.198 1.026 -0.435
8 N 0.102 1.625 0.422
9 C 1.353 1.762 -2.060
10 C 2.560 2.338 -2.427
11 C 2.742 2.757 -3.736
12 C 1.710 2.638 -4.655
13 C 0.496 2.093 -4.268
14 C 0.322 1.631 -2.975
15 C 2.824 1.198 0.305
16 C 3.799 0.234 0.107
17 C 5.067 0.437 0.623
18 C 5.352 1.595 1.328
19 C 4.376 2.564 1.507
20 C 3.107 2.373 0.987
21 C 0.869 -3.119 -1.466
22 C 0.352 -4.095 -2.306
23 C 0.629 -5.424 -2.037
24 C 1.412 -5.756 -0.941
25 C 1.916 -4.770 -0.108
26 C 1.648 -3.437 -0.370
27 C 1.446 -1.215 -3.432
28 C 0.792 -0.992 -4.632
29 C 1.539 -0.919 -5.798
30 C 2.916 -1.072 -5.755
31 C 3.557 -1.304 -4.548
32 C 2.820 -1.384 -3.377
33 C -1.809 -2.363 0.042
34 C -0.901 -2.134 1.056
35 C -0.578 -3.162 1.924
36 C -1.164 -4.406 1.768
37 C -2.059 -4.631 0.733
38 C -2.390 -3.605 -0.139
39 C -3.663 -1.272 -1.951
40 C -3.727 -2.062 -3.086
41 C -4.954 -2.237 -3.705
42 C -6.087 -1.632 -3.180
43 C -6.006 -0.843 -2.041
44 C -4.783 -0.654 -1.419
45 H 3.358 2.467 -1.714
46 H 3.692 3.178 -4.027
47 H 1.851 2.974 -5.670
48 H -0.321 2.022 -4.967
49 H -0.606 1.171 -2.681
50 H 3.551 -0.664 -0.435
51 H 5.834 -0.309 0.473
52 H 6.341 1.749 1.730
53 H 4.608 3.471 2.044
54 H 2.340 3.123 1.099
55 H -0.249 -3.810 -3.156
56 H 0.245 -6.198 -2.684
57 H 1.638 -6.792 -0.741
58 H 2.522 -5.038 0.742
59 H 2.023 -2.644 0.256
60 H -0.280 -0.884 -4.637
61 H 1.045 -0.757 -6.743
62 H 3.491 -1.030 -6.667
63 H 4.626 -1.443 -4.522
64 H 3.307 -1.594 -2.437
65 H -0.472 -1.148 1.140
66 H 0.123 -2.987 2.722
67 H -0.926 -5.204 2.453
68 H -2.502 -5.604 0.608
69 H -3.089 -3.766 -0.941
70 H -2.824 -2.501 -3.480
71 H -5.023 -2.848 -4.593
72 H -7.040 -1.779 -3.662
73 H -6.892 -0.376 -1.638
74 H -4.677 -0.021 -0.551
75 C -1.492 5.896 3.830
76 C -0.266 5.741 3.207
77 C 0.146 4.488 2.791
78 C -0.671 3.384 2.988
79 C -1.897 3.544 3.623
80 C -2.308 4.796 4.042
81 Ge -0.193 1.546 2.433
82 C 1.578 0.962 3.150
83 C 2.198 1.776 4.091
84 C 3.399 1.403 4.669
85 C 3.996 0.206 4.313
86 C 3.382 -0.617 3.382
87 C 2.179 -0.245 2.810
88 C -1.581 0.198 2.954
89 C -2.902 0.187 2.523
90 C -3.801 -0.737 3.031
91 C -3.401 -1.650 3.992
92 C -2.093 -1.635 4.444
93 C -1.193 -0.720 3.926
94 H -1.812 6.873 4.155
95 H 0.371 6.595 3.039
96 H 1.107 4.372 2.308
97 H -2.530 2.681 3.781
98 H -3.266 4.908 4.521
99 H 1.724 2.706 4.380
100 H 3.866 2.044 5.402
101 H 4.926 -0.093 4.769
102 H 3.845 -1.552 3.103
103 H 1.698 -0.890 2.082
104 H -3.251 0.900 1.796
105 H -4.826 -0.731 2.690
106 H -4.107 -2.360 4.395
107 H -1.773 -2.328 5.208
108 H -0.172 -0.709 4.286
109 F -2.359 2.705 0.772
110 P -2.711 3.932 -0.379
111 F -3.587 4.686 0.672
112 F -1.669 2.898 -1.336
113 F -1.359 4.621 0.096
114 F -3.886 2.973 -0.862
115 F -2.886 4.898 -1.595

Computed properties:
2S+1: 1
Lowest unoccupied orbital energy (eV): -5.0880
Highest occupied orbital energy (eV): -13.29
Total charge: +2
F_max (eV Å⁻¹): 2.34